Entry 1:
{
  "formula": "C63H61N6O6PS2SiTi",
  "method": "wB97M-V/def2-TZVPD",
  "homo_ha": [-0.1859, -0.2607],
  "s_squared": 2.023,
  "e_tot_ev": -149502.831,
  "spin_multiplicity": 3,
  "lumo_energy_ev": [-0.2, -0.2],
  "molar_mass_g_mol": 1169.278,
  "elements": ["Ti", "N", "C", "N", "C", "N", "N", "C", "C", "C", "C", "C", "C", "N", "C", "C", "C", "C", "C", "C", "H", "H", "H", "H", "H", "H", "H", "H", "H", "H", "H", "O", "S", "O", "O", "C", "C", "C", "C", "C", "C", "P", "C", "C", "C", "C", "C", "C", "C", "C", "C", "C", "C", "C", "H", "H", "H", "H", "H", "H", "H", "H", "H", "H", "H", "H", "H", "H", "C", "C", "C", "C", "Si", "O", "C", "C", "C", "C", "C", "C", "C", "C", "C", "C", "C", "C", "H", "H", "H", "H", "H", "H", "H", "H", "H", "H", "H", "H", "H", "H", "H", "H", "H", "H", "H", "C", "N", "C", "C", "O", "H", "H", "H", "H", "H", "H", "H", "O", "S", "C", "C", "C", "C", "C", "C", "C", "C", "C", "C", "C", "C", "H", "H", "H", "H", "H", "H", "H", "H", "H", "H"],
  "positions_angstrom": [[-0.6294, -0.2103, -0.0652], [-3.0627, -0.5991, 4.6431], [-3.0856, -0.0516, 3.3910], [-2.6571, -0.6351, 2.3335], [-2.2037, -1.9321, 2.4312], [-1.7829, -2.5573, 1.3684], [-1.6392, -1.8517, 0.2456], [-2.0445, -2.4577, -0.8657], [-2.0711, -1.7242, -2.0536], [-2.7267, -2.1793, -3.2263], [-2.9088, -1.3184, -4.2717], [-2.3969, -0.0106, -4.1737], [-1.6815, 0.3364, -3.0438], [-1.5110, -0.4703, -1.9934], [-2.3058, -2.6475, 3.6866], [-2.0386, -4.0103, 3.8081], [-2.0877, -4.6204, 5.0490], [-2.3840, -3.8778, 6.1803], [-2.6930, -2.5286, 6.0717], [-2.6800, -1.9178, 4.8261], [-3.3072, -0.0475, 5.4499], [-3.5338, 0.9283, 3.2939], [-2.4533, -3.4610, -0.7978], [-3.0885, -3.1962, -3.2610], [-3.4149, -1.6407, -5.1688], [-2.5532, 0.7010, -4.9709], [-1.2142, 1.3138, -2.9755], [-1.7844, -4.5603, 2.9163], [-1.8803, -5.6770, 5.1463], [-2.3811, -4.3480, 7.1539], [-2.9495, -1.9596, 6.9523], [2.3084, -2.1085, 0.9039], [1.6047, -2.2493, -0.3402], [0.6950, -3.3635, -0.4386], [0.9386, -0.9690, -0.7632], [2.8334, -2.5577, -1.6183], [3.9648, -3.2506, -1.2271], [4.8667, -3.7087, -2.1731], [4.6074, -3.4891, -3.5197], [3.4738, -2.7984, -3.9125], [2.5752, -2.3073, -2.9602], [1.0409, -1.4000, -3.4389], [0.2754, -2.8166, -4.3278], [-0.1743, -2.8223, -5.6411], [-0.8635, -3.9152, -6.1365], [-1.0940, -5.0194, -5.3360], [-0.6208, -5.0324, -4.0329], [0.0448, -3.9344, -3.5243], [1.6602, -0.3326, -4.8049], [2.9761, 0.1151, -4.9085], [3.3305, 1.0604, -5.8560], [2.3746, 1.5975, -6.7009], [1.0531, 1.2040, -6.5700], [0.6971, 0.2702, -5.6165], [4.1161, -3.4052, -0.1709], [5.7518, -4.2489, -1.8662], [5.3004, -3.8563, -4.2640], [3.2761, -2.6505, -4.9675], [0.0246, -1.9873, -6.2939], [-1.2130, -3.9028, -7.1588], [-1.6321, -5.8656, -5.7359], [-0.7521, -5.9036, -3.4080], [0.3856, -3.9367, -2.4955], [3.7338, -0.2947, -4.2540], [4.3585, 1.3838, -5.9343], [2.6549, 2.3277, -7.4447], [0.2982, 1.6443, -7.2050], [-0.3426, 0.0009, -5.4947], [1.5417, 2.9400, 4.4422], [0.4411, 2.1930, 3.6815], [-0.6628, 1.8588, 4.6884], [-0.1664, 3.1418, 2.6406], [1.0560, 0.5433, 2.7864], [0.1219, 0.2286, 1.5320], [1.0555, -0.9103, 4.0118], [1.3905, -0.7783, 5.3552], [1.4050, -1.8680, 6.2054], [1.1246, -3.1291, 5.7133], [0.8478, -3.2884, 4.3675], [0.7959, -2.1883, 3.5310], [2.9114, 0.6992, 2.3367], [3.3356, 0.5065, 1.0260], [4.6818, 0.5092, 0.6987], [5.6373, 0.7514, 1.6708], [5.2343, 0.9272, 2.9814], [3.8926, 0.8691, 3.3092], [1.1516, 3.8765, 4.8463], [2.3889, 3.1732, 3.8010], [1.9003, 2.3483, 5.2807], [-0.9720, 2.7547, 5.2339], [-0.3311, 1.1212, 5.4146], [-1.5214, 1.4589, 4.1588], [-0.8429, 3.8551, 3.1143], [-0.7199, 2.5691, 1.8966], [0.6163, 3.7081, 2.1444], [1.6478, 0.1956, 5.7437], [1.6480, -1.7352, 7.2499], [1.1434, -3.9854, 6.3719], [0.6715, -4.2751, 3.9704], [0.5765, -2.3193, 2.4819], [2.5965, 0.3075, 0.2620], [4.9974, 0.3048, -0.3160], [6.6860, 0.7876, 1.4095], [5.9724, 1.1079, 3.7474], [3.6038, 0.9497, 4.3443], [3.6768, 2.5978, -1.9751], [2.3599, 2.5759, -1.3990], [2.1122, 3.4804, -0.2967], [1.4639, 1.6287, -1.6549], [0.3907, 1.5345, -1.0634], [4.4115, 2.3572, -1.2039], [3.8938, 3.5870, -2.3822], [3.7467, 1.8653, -2.7749], [2.9316, 4.1893, -0.2224], [2.0312, 2.9095, 0.6307], [1.1802, 4.0171, -0.4734], [1.7336, 0.9650, -2.4920], [-1.9983, 1.0882, 0.0969], [-3.4113, 1.4692, -0.4122], [-3.0521, 2.7897, -1.5821], [-4.0006, 3.2215, -2.5081], [-3.7298, 4.3178, -3.3036], [-2.5154, 4.9901, -3.1949], [-1.5656, 4.5470, -2.2824], [-1.8378, 3.4669, -1.4697], [-4.0330, 2.4933, 0.9198], [-3.4390, 3.7067, 1.2811], [-4.0095, 4.4885, 2.2599], [-5.1731, 4.0848, 2.9030], [-5.7624, 2.8741, 2.5507], [-5.2105, 2.0907, 1.5608], [-4.9372, 2.6938, -2.5971], [-4.4612, 4.6650, -4.0200], [-2.3109, 5.8499, -3.8162], [-0.6091, 5.0498, -2.2152], [-1.1089, 3.0840, -0.7706], [-2.5351, 4.0254, 0.7897], [-3.5371, 5.4204, 2.5286], [-5.6068, 4.7010, 3.6740], [-6.6540, 2.5442, 3.0623], [-5.6678, 1.1552, 1.2757]],
  "mulliken_charge": [-0.540, 0.270, -1.778, 0.363, -0.490, -1.854, 2.123, -1.022, 0.291, -1.189, -0.918, -1.909, 0.288, 2.011, 1.337, -0.245, -0.772, -0.559, -0.918, -0.272, 0.301, 1.031, 0.370, 0.555, 0.435, 0.627, 0.525, 0.502, 0.399, 0.428, 0.395, -0.545, 1.594, -0.668, 0.843, -0.071, -0.423, -1.019, -0.883, -0.238, -1.004, 2.937, 0.819, -0.661, -0.677, -0.757, -0.799, -0.817, 0.784, -1.210, -0.653, -0.718, -0.963, -0.772, 0.626, 0.433, 0.429, 0.542, 0.424, 0.468, 0.394, 0.489, 0.186, 0.515, 0.454, 0.410, 0.463, 0.216, -2.022, 2.816, -1.187, -1.499, -1.527, 0.734, 1.837, -0.547, -0.957, -1.048, -0.785, -0.161, 0.838, 0.447, -0.879, -1.019, -0.867, -0.321, 0.467, 0.405, 0.355, 0.585, 0.320, -0.028, 0.478, -0.147, 0.370, 0.179, 0.466, 0.395, 0.634, -0.320, -0.295, 0.777, 0.395, 0.436, 0.337, -0.887, 0.415, -0.659, -0.749, 1.215, 0.432, 0.357, 0.087, 0.536, -0.035, 0.047, -0.728, 0.250, -0.223, 1.249, -0.789, -0.835, -0.869, -1.004, 0.690, 1.215, -0.357, -0.748, -0.590, -0.670, -0.700, 0.524, 0.444, 0.416, 0.520, -0.295, 0.378, 0.445, 0.428, 0.440, 0.456]
}



Entry 2:
{
  "formula": "C64H144ClN8O4",
  "method": "wB97M-V/def2-TZVPD",
  "homo_ha": -0.6285,
  "e_tot_ev": -101257.441,
  "de_lowest_kj_mol": 0.0,
  "lumo_energy_ev": -9.1,
  "molar_mass_g_mol": 1125.361,
  "charge": 7,
  "elements": ["Cl", "O", "O", "O", "O", "C", "C", "C", "N", "C", "C", "C", "C", "C", "H", "H", "H", "H", "H", "H", "H", "H", "H", "H", "H", "H", "H", "H", "H", "H", "H", "H", "C", "C", "C", "N", "C", "C", "C", "C", "C", "H", "H", "H", "H", "H", "H", "H", "H", "H", "H", "H", "H", "H", "H", "H", "H", "H", "H", "C", "C", "C", "N", "C", "C", "C", "C", "C", "H", "H", "H", "H", "H", "H", "H", "H", "H", "H", "H", "H", "H", "H", "H", "H", "H", "H", "C", "C", "C", "N", "C", "C", "C", "C", "C", "H", "H", "H", "H", "H", "H", "H", "H", "H", "H", "H", "H", "H", "H", "H", "H", "H", "H", "C", "C", "C", "N", "C", "C", "C", "C", "C", "H", "H", "H", "H", "H", "H", "H", "H", "H", "H", "H", "H", "H", "H", "H", "H", "H", "H", "C", "C", "C", "N", "C", "C", "C", "C", "C", "H", "H", "H", "H", "H", "H", "H", "H", "H", "H", "H", "H", "H", "H", "H", "H", "H", "H", "C", "C", "C", "N", "C", "C", "C", "C", "C", "H", "H", "H", "H", "H", "H", "H", "H", "H", "H", "H", "H", "H", "H", "H", "H", "H", "H", "C", "C", "C", "N", "C", "C", "C", "C", "C", "H", "H", "H", "H", "H", "H", "H", "H", "H", "H", "H", "H", "H", "H", "H", "H", "H", "H"],
  "positions_angstrom": [[1.4001, -0.3792, -0.6875], [0.6499, 0.5574, 0.1922], [2.1779, 0.3227, -1.6012], [2.2415, -1.3284, 0.0833], [0.3677, -1.1317, -1.3886], [-4.4735, -7.4299, -4.9860], [-5.0695, -6.0018, -5.1474], [-4.9629, -5.5490, -6.6271], [-5.6041, -4.1632, -6.9620], [-5.0410, -3.1063, -5.8741], [-7.1380, -4.2246, -6.7873], [-7.5717, -2.9169, -7.6229], [-6.4807, -2.6372, -8.6105], [-5.4241, -3.7090, -8.3961], [-3.4011, -7.4232, -5.1811], [-4.9196, -8.0514, -5.7624], [-4.5392, -7.9487, -4.0297], [-4.6026, -5.2109, -4.5605], [-6.0804, -5.9992, -4.7399], [-5.6618, -6.0999, -7.2565], [-3.9607, -5.4506, -7.0444], [-5.3213, -2.0951, -6.1690], [-3.9545, -3.1924, -5.8829], [-5.3086, -3.3374, -4.8430], [-7.3617, -4.1122, -5.7264], [-7.6122, -5.1587, -7.0883], [-7.5678, -2.1506, -6.8478], [-8.5318, -2.7557, -8.1131], [-6.1115, -1.6137, -8.5452], [-6.7624, -2.6994, -9.6616], [-4.3897, -3.4240, -8.5885], [-5.5879, -4.5614, -9.0553], [8.5798, 0.0661, 7.4621], [7.0826, 0.2077, 7.5712], [6.4775, 1.6169, 7.1408], [6.1029, 1.6570, 5.6034], [4.7922, 0.7943, 5.4055], [5.7291, 3.1098, 5.2265], [5.7781, 3.2663, 3.7444], [6.7546, 2.1739, 3.3291], [7.2137, 1.4888, 4.5806], [8.8050, -0.9408, 7.8136], [9.2193, 0.6639, 8.1116], [8.8625, 0.2240, 6.4213], [6.8766, 0.0729, 8.6331], [6.4857, -0.5444, 7.0555], [7.2823, 2.3232, 7.3446], [5.5535, 1.8589, 7.6660], [5.0102, -0.2565, 5.5964], [4.4148, 1.1323, 4.4404], [4.0745, 1.2139, 6.1104], [4.8674, 3.4937, 5.7727], [6.5619, 3.6153, 5.7154], [4.7748, 3.1878, 3.3257], [6.3037, 4.1862, 3.4885], [6.2803, 1.5699, 2.5556], [7.6716, 2.6383, 2.9663], [7.3929, 0.4155, 4.5166], [8.1467, 1.9679, 4.8771], [5.0788, 5.9978, -3.6628], [3.6139, 6.5821, -3.6403], [3.0812, 6.4865, -5.1196], [1.5404, 6.8764, -5.1686], [0.7421, 5.9221, -4.2333], [1.0582, 6.7934, -6.5919], [0.2947, 8.0031, -6.8807], [0.1248, 8.6348, -5.5343], [1.4198, 8.3419, -4.8356], [5.4933, 6.2367, -2.6834], [5.7784, 6.4833, -4.3432], [5.1124, 4.9198, -3.8204], [3.5429, 7.6286, -3.3437], [3.0118, 5.9794, -2.9604], [3.2777, 5.4770, -5.4807], [3.5647, 7.1718, -5.8157], [-0.3284, 6.1004, -4.3348], [1.0556, 6.0671, -3.1995], [0.9810, 4.9136, -4.5710], [0.3850, 5.9486, -6.7371], [1.9213, 6.6683, -7.2458], [-0.6152, 7.7544, -7.4269], [0.9486, 8.5776, -7.5368], [-0.7716, 8.4140, -4.9547], [-0.0224, 9.6726, -5.8333], [1.2322, 8.4516, -3.7675], [2.2441, 8.9453, -5.2159], [4.8005, -0.6318, -7.2487], [6.2243, -0.6231, -6.6480], [6.4526, -1.8919, -5.8660], [7.9659, -1.9813, -5.3711], [9.0475, -1.6975, -6.4696], [8.1945, -3.4107, -4.9488], [8.8162, -3.3116, -3.5462], [9.3452, -1.8887, -3.4215], [8.2529, -1.1323, -4.1672], [4.4003, 0.3194, -7.5997], [4.0886, -0.7412, -6.4306], [4.5707, -1.4905, -7.8795], [6.3483, 0.3240, -6.1229], [6.8244, -0.5337, -7.5535], [6.3424, -2.6449, -6.6464], [5.7327, -2.2631, -5.1365], [9.9902, -1.9311, -5.9749], [9.1148, -0.6468, -6.7518], [8.9189, -2.3566, -7.3282], [8.7740, -3.9994, -5.6599], [7.1995, -3.8474, -4.8624], [9.6023, -3.9820, -3.1985], [8.0226, -3.5842, -2.8504], [10.3952, -1.7051, -3.6496], [9.3308, -1.7675, -2.3383], [8.5499, -0.1282, -4.4700], [7.3284, -1.0781, -3.5925], [-1.7623, -2.1570, 7.1314], [-1.7410, -2.9092, 5.6937], [-2.7193, -4.0757, 5.7930], [-2.9549, -4.7786, 4.4683], [-3.5082, -3.7927, 3.4250], [-1.7608, -5.5000, 3.8607], [-2.1577, -6.8737, 3.3304], [-3.7127, -6.9050, 3.4044], [-4.0276, -5.9477, 4.5752], [-1.3283, -2.8566, 7.8459], [-2.7171, -1.8182, 7.5335], [-1.0921, -1.2982, 7.0949], [-0.7318, -3.2421, 5.4514], [-2.0823, -2.1247, 5.0183], [-3.6770, -3.8085, 6.2397], [-2.2734, -4.8726, 6.3882], [-4.2520, -3.1360, 3.8764], [-3.9298, -4.2489, 2.5293], [-2.6178, -3.2417, 3.1221], [-1.2937, -4.8220, 3.1464], [-0.9493, -5.4370, 4.5857], [-1.6721, -7.1907, 2.4075], [-1.9266, -7.5883, 4.1204], [-3.8908, -6.4502, 2.4299], [-4.2603, -7.8422, 3.5043], [-5.0595, -5.6359, 4.7368], [-3.7811, -6.5414, 5.4555], [3.4712, -7.7563, -2.0840], [3.4645, -9.1640, -1.4711], [4.8499, -9.5738, -0.8510], [5.0153, -9.2225, 0.6438], [4.6966, -7.7278, 0.9812], [6.4756, -9.6253, 0.9633], [6.3152, -11.0919, 1.3134], [4.9675, -11.4339, 1.8962], [4.1765, -10.1687, 1.5367], [4.0170, -7.6875, -3.0250], [4.0261, -7.1529, -1.3657], [2.4677, -7.3357, -2.1490], [3.0891, -9.8737, -2.2083], [2.7074, -9.1082, -0.6890], [5.5438, -9.0744, -1.5272], [5.0900, -10.6215, -1.0319], [3.6419, -7.6223, 0.7268], [5.3508, -7.0587, 0.4223], [4.8727, -7.6835, 2.0560], [6.8425, -9.1312, 1.8630], [7.1843, -9.5243, 0.1413], [7.0630, -11.5098, 1.9874], [6.3852, -11.6433, 0.3758], [5.0653, -11.6970, 2.9495], [4.5509, -12.2272, 1.2755], [4.0847, -9.5960, 2.4595], [3.2015, -10.4858, 1.1669], [-2.0527, 6.6134, 5.4922], [-2.6598, 7.9617, 5.8763], [-2.2113, 8.4590, 7.2682], [-2.7903, 9.8222, 7.6223], [-4.3070, 9.8904, 7.2354], [-2.6496, 10.1167, 9.1473], [-1.8733, 11.4082, 9.2514], [-1.9651, 12.0931, 7.8767], [-2.0835, 10.9453, 6.8208], [-2.5641, 5.9347, 4.8096], [-2.0443, 5.9558, 6.3614], [-1.0028, 6.7920, 5.2601], [-3.7240, 7.7312, 5.8277], [-2.5257, 8.6922, 5.0785], [-1.1298, 8.5456, 7.3732], [-2.5759, 7.7882, 8.0462], [-4.7507, 9.0180, 7.7151], [-4.4580, 9.9067, 6.1560], [-4.7109, 10.8068, 7.6658], [-3.6634, 10.0433, 9.5409], [-2.0472, 9.3951, 9.6991], [-1.9959, 12.1819, 10.0094], [-0.8217, 11.1762, 9.4197], [-2.8278, 12.7556, 7.9476], [-1.0921, 12.6920, 7.6172], [-2.5337, 11.1605, 5.8517], [-1.1432, 10.5567, 6.4295], [-7.2344, 2.0403, 0.2253], [-8.5078, 1.2380, -0.1899], [-9.4339, 1.8830, -1.3057], [-10.5691, 2.8371, -0.7976], [-10.0685, 3.9348, 0.0563], [-11.5767, 2.0313, 0.0810], [-12.6513, 1.5923, -0.9284], [-12.2572, 2.1459, -2.2836], [-11.3923, 3.3119, -1.9528], [-6.8052, 2.5110, -0.6592], [-6.4978, 1.4036, 0.7154], [-7.2983, 2.7612, 1.0404], [-9.0569, 0.8622, 0.6734], [-8.1721, 0.2448, -0.4883], [-9.9388, 1.1221, -1.9008], [-8.8658, 2.4125, -2.0705], [-10.9740, 4.5049, 0.2640], [-9.3643, 4.5067, -0.5480], [-9.6811, 3.6193, 1.0250], [-12.0198, 2.7031, 0.8162], [-11.0913, 1.1525, 0.5056], [-13.5817, 1.7970, -0.3987], [-12.7409, 0.5079, -0.9929], [-13.0799, 2.4297, -2.9399], [-11.7959, 1.3457, -2.8624], [-12.0182, 4.1312, -1.5989], [-10.7502, 3.7746, -2.7022]],
  "mulliken_charge": [1.538, -0.656, -0.585, -0.648, -0.650, -1.318, -0.214, -0.704, 0.002, -0.990, -0.705, -0.605, -0.621, -0.565, 0.340, 0.341, 0.377, 0.307, 0.332, 0.418, 0.394, 0.407, 0.396, 0.350, 0.375, 0.456, 0.304, 0.394, 0.303, 0.378, 0.428, 0.417, -1.167, -0.331, -0.595, -0.029, -0.878, -0.702, -0.589, -0.619, -0.728, 0.361, 0.350, 0.277, 0.398, 0.196, 0.415, 0.438, 0.301, 0.416, 0.363, 0.517, 0.411, 0.355, 0.317, 0.300, 0.374, 0.441, 0.408, -1.380, -0.141, -0.925, 0.357, -1.021, -0.556, -0.519, -0.738, -0.574, 0.387, 0.380, 0.357, 0.377, 0.200, 0.436, 0.475, 0.414, 0.326, 0.375, 0.320, 0.311, 0.322, 0.319, 0.324, 0.387, 0.346, 0.441, -1.431, -0.232, -0.958, 0.332, -1.119, -0.582, -0.581, -0.698, -0.559, 0.378, 0.369, 0.351, 0.348, 0.313, 0.449, 0.542, 0.526, 0.350, 0.353, 0.366, 0.295, 0.382, 0.337, 0.361, 0.339, 0.386, 0.383, -1.314, -0.190, -0.849, 0.286, -1.045, -0.646, -0.610, -0.665, -0.614, 0.368, 0.368, 0.364, 0.323, 0.317, 0.403, 0.438, 0.319, 0.327, 0.485, 0.403, 0.391, 0.363, 0.334, 0.196, 0.439, 0.413, 0.395, -1.197, -0.477, -0.751, 0.242, -1.104, -0.555, -0.713, -0.469, -0.484, 0.353, 0.274, 0.358, 0.402, 0.223, 0.525, 0.431, 0.442, 0.333, 0.457, 0.402, 0.300, 0.467, 0.295, 0.344, 0.242, 0.377, 0.284, -1.397, -0.241, -0.861, 0.317, -1.143, -0.523, -0.676, -0.642, -0.722, 0.369, 0.351, 0.327, 0.339, 0.354, 0.392, 0.534, 0.425, 0.360, 0.451, 0.412, 0.274, 0.378, 0.342, 0.339, 0.384, 0.374, 0.482, -1.210, -0.485, -0.680, 0.077, -1.103, -0.323, -0.507, -0.727, -0.584, 0.287, 0.396, 0.298, 0.246, 0.485, 0.306, 0.505, 0.546, 0.366, 0.337, 0.481, 0.077, 0.344, 0.334, 0.461, 0.292, 0.418, 0.364]
}